Entry w
The following is a DFT calculation (ωB97M-V with the def2-TZVPD basis set) of a single C6H6O4S molecule.

Element x y z (Å)
C: -1.91741 -0.75279 0.00360
C: -0.93822 1.23227 0.99169
C: 0.77978 -0.69122 0.59024
C: -1.34687 -0.53532 -1.26280
C: 0.42115 0.76370 0.63914
C: 1.94322 -0.79120 -0.45567
O: -2.33300 -1.83698 0.39846
O: -1.08957 2.38787 1.42839
O: 0.39405 -1.47600 1.40455
O: -1.96416 0.31982 0.89082
S: 1.54409 2.04745 0.55420
H: -1.21463 -1.36031 -1.93546
H: -1.37230 0.47386 -1.79747
H: 2.29377 -1.76623 -0.67208
H: 2.86155 -0.34547 -0.28539
H: 1.45287 -0.53511 -1.31644
H: 0.48567 2.86569 0.82422

Values from the calculation:
E_HOMO (alpha / beta), hartree: -0.3773 / -0.3241
HOMO-LUMO gap (alpha / beta), eV: 8.3 / 6.6
Spin multiplicity: 1


Entry x
The following is a DFT calculation (ωB97M-V with the def2-TZVPD basis set) of a molecular structure, C6H6O4S.

Element x y z (Å)
C: -0.09241 -1.34230 -0.16050
C: 0.41470 -0.77495 -1.39231
C: -1.38593 0.94414 -1.02756
C: 0.25185 -0.67001 1.01805
C: -0.94553 1.16233 0.23004
C: 0.06645 1.46004 -0.82049
O: 1.00303 0.42206 -1.34618
O: -0.25229 -1.13586 2.20412
O: -1.31617 1.72894 1.29051
O: 0.64306 2.69767 -0.94320
S: -1.69310 -0.22685 -2.17200
H: -0.70250 -2.22852 -0.15291
H: 0.71107 -1.47074 -2.19092
H: 1.10420 -0.04506 1.08734
H: -0.87372 -1.81342 1.95622
H: -0.52231 2.27509 1.41774
H: 1.33309 2.79649 -1.76675

Values from the calculation:
E_HOMO, hartree: -0.2970
HOMO-LUMO gap, eV: 8.1
Spin multiplicity: 1


Which of them is most stable, and which least? Most stable: entry w; least stable: entry x.


Entry w
The following is a DFT calculation (ωB97M-V with the def2-TZVPD basis set) of 2 unconnected molecules or ions with the total composition C6H12NO.

Element x y z (Å)
O: -1.34155 0.64127 0.19386
C: -1.28567 0.55432 -0.98160
C: -0.23703 -0.26205 -1.65236
C: 0.83602 -0.89960 -0.92460
C: 1.57846 0.08474 0.03142
C: 2.83399 -0.03690 0.36519
C: 3.52480 0.51244 1.55636
N: -4.84286 -0.36843 0.96135
H: -1.99789 1.09372 -1.62048
H: -0.14445 -0.08601 -2.72506
H: 1.55922 -1.24738 -1.66400
H: 0.42004 -1.72991 -0.33577
H: 0.92936 0.80502 0.50151
H: 3.44078 -0.70020 -0.25348
H: 2.89164 1.26634 2.03199
H: 4.41682 1.08258 1.30912
H: 3.73564 -0.23557 2.31554
H: -5.25325 0.27912 1.62689
H: -4.10454 -0.84678 1.45312
H: -5.58037 -1.05139 0.80941

Values from the calculation:
E_HOMO, hartree: -0.4708
HOMO-LUMO gap, eV: 4.5
Spin multiplicity: 1
Total charge: +1


Entry x
The following is a DFT calculation (ωB97M-V with the def2-TZVPD basis set) of a gas-phase ion, C6H12NO (charge +1).

Element x y z (Å)
C: 1.38376 -1.78557 -2.15396
C: 1.42532 -0.74537 -1.32879
C: 0.35259 0.32497 -1.35718
C: -0.82960 0.09244 -0.35422
C: -0.25715 0.31690 1.07116
N: -1.23462 -0.22919 2.14055
C: -0.11353 1.84614 1.28351
O: 0.90136 2.41913 1.04509
H: 2.22194 -2.45624 -2.26782
H: 0.59988 -1.78861 -2.90237
H: 2.25922 -0.54985 -0.66463
H: -0.08039 0.50402 -2.34085
H: 0.86708 1.26235 -1.13174
H: -1.74581 0.62854 -0.58544
H: -0.96445 -0.98737 -0.48502
H: 0.68518 -0.20244 1.19414
H: -1.70843 0.50864 2.67583
H: -0.72104 -0.82734 2.78380
H: -2.03105 -0.69592 1.70459
H: -1.01025 2.36478 1.67336

Values from the calculation:
E_HOMO, hartree: -0.4863
HOMO-LUMO gap, eV: 9.3
Spin multiplicity: 1
Total charge: +1


Entry y
The following is a DFT calculation (ωB97M-V with the def2-TZVPD basis set) of a gas-phase ion, C6H12NO (charge +1).

Element x y z (Å)
C: 2.02717 1.26580 -0.35058
N: 1.43998 0.21270 0.14986
C: 2.22165 -0.88331 0.72552
C: 0.09588 -0.08707 0.29124
C: -0.47181 -0.79520 1.47349
C: -0.77009 0.33091 -0.68559
O: -2.06106 -0.06293 -0.74821
C: -2.94328 0.44823 -1.71368
H: 1.50172 2.21886 -0.50338
H: 3.07596 1.27436 -0.49370
H: 3.25258 -0.59047 0.73659
H: 1.99717 -1.90048 0.37502
H: 1.93842 -0.79507 1.76609
H: -1.43258 -0.39577 1.68181
H: 0.09781 -0.76304 2.38745
H: -0.54568 -1.92796 1.23125
H: -0.46149 0.70289 -1.63729
H: -3.82950 1.15851 -1.27660
H: -3.49673 -0.40858 -2.27262
H: -2.46072 1.00449 -2.58884

Values from the calculation:
E_HOMO, hartree: -0.4784
HOMO-LUMO gap, eV: 8.1
Spin multiplicity: 1
Total charge: +1


Entry z
The following is a DFT calculation (ωB97M-V with the def2-TZVPD basis set) of 2 unconnected molecules or ions with the total composition C6H12NO.

Element x y z (Å)
O: -0.35825 -1.38825 -0.70359
C: -1.02704 -0.83475 0.12980
C: -0.46430 -0.16927 1.29092
C: 0.92418 0.18058 1.38787
C: 1.39653 1.19900 0.22828
C: 0.34980 3.47498 0.58307
C: 0.30623 2.25197 0.07823
N: -1.13462 -3.89378 -2.62499
H: -2.12288 -0.90230 0.07337
H: -1.05805 0.06339 2.17105
H: 1.48745 -0.74597 1.16252
H: 1.19975 0.49832 2.38334
H: 2.34092 1.64716 0.52111
H: 1.48491 0.57128 -0.65325
H: 1.21723 3.82400 1.12488
H: -0.51490 4.11069 0.45767
H: -0.52890 1.79274 -0.45490
H: -1.03115 -2.92720 -2.43517
H: -2.05683 -4.28071 -2.47035
H: -0.41007 -4.47188 -2.24986

Values from the calculation:
E_HOMO, hartree: -0.4428
HOMO-LUMO gap, eV: 3.6
Spin multiplicity: 1
Total charge: +1


Which of them is most stable, and which least? Most stable: entry x; least stable: entry z.


Entry w
The following is a DFT calculation (ωB97M-V with the def2-TZVPD basis set) of a single C2H2S2 molecule.

Element x y z (Å)
C: -1.09224 -0.07755 0.09856
C: 0.27900 0.07582 -0.01559
S: -2.59565 0.17116 -0.02921
S: 2.11320 -1.02630 -0.02692
H: 0.58943 0.49680 -1.03872
H: 0.70626 0.36006 1.01189

Values from the calculation:
E_HOMO, hartree: -0.2970
HOMO-LUMO gap, eV: 6.3
Spin multiplicity: 1


Entry x
The following is a DFT calculation (ωB97M-V with the def2-TZVPD basis set) of 2 unconnected molecules or ions with the total composition C2H2S2.

Element x y z (Å)
C: -1.46298 -1.76736 0.98482
C: 0.91641 0.73805 -0.31540
S: -2.36985 -1.01940 -0.03231
S: 0.97995 -0.39448 0.78436
H: 1.93497 1.17267 -0.71747
H: 0.00149 1.27051 -0.70399

Values from the calculation:
E_HOMO, hartree: -0.3195
HOMO-LUMO gap, eV: 8.1
Spin multiplicity: 1


Which of them is most stable, and which least? Most stable: entry x; least stable: entry w.


Entry w
The following is a DFT calculation (ωB97M-V with the def2-TZVPD basis set) of a single C3H4O3 molecule.

Element x y z (Å)
O: 2.73874 -0.03214 0.08214
C: 1.50391 -0.15965 -0.17711
O: 0.77335 1.00159 -0.14456
C: -0.60032 0.75746 0.01619
C: -0.60852 -0.81967 -0.03930
O: 0.63700 -1.16021 -0.09814
H: -0.92435 1.06957 1.08664
H: -1.09500 1.38445 -0.77512
H: -1.25430 -1.06607 1.05909
H: -1.17052 -0.97534 -1.00982

Values from the calculation:
E_HOMO, hartree: -0.3981
HOMO-LUMO gap, eV: 11.4
Spin multiplicity: 1


Entry x
The following is a DFT calculation (ωB97M-V with the def2-TZVPD basis set) of a single C3H4O3 molecule.

Element x y z (Å)
C: -0.71971 0.03276 0.94090
C: -0.21737 0.71380 -0.29735
O: -0.61490 1.79113 -0.72350
C: 0.89974 0.02520 -1.09927
O: 1.58182 0.60103 -1.90014
O: 1.14106 -1.28127 -0.72904
H: 0.10834 -0.18771 1.67677
H: -1.43581 0.75620 1.38265
H: -1.28905 -0.88612 0.78613
H: 0.54587 -1.56501 -0.03714

Values from the calculation:
E_HOMO, hartree: -0.3859
HOMO-LUMO gap, eV: 10.1
Spin multiplicity: 1


Entry y
The following is a DFT calculation (ωB97M-V with the def2-TZVPD basis set) of a single C3H4O3 molecule.

Element x y z (Å)
O: -1.33773 -1.66059 1.65974
C: -0.75207 -0.93182 0.92182
O: 0.17151 -1.32687 0.01232
C: 0.77224 -0.19083 -0.59923
C: -0.13954 0.96707 -0.17659
O: -0.91874 0.41106 0.87533
H: 1.79425 -0.09045 -0.22197
H: 0.79752 -0.32739 -1.68202
H: 0.41786 1.82534 0.20198
H: -0.80913 1.29471 -0.97701

Values from the calculation:
E_HOMO, hartree: -0.4103
HOMO-LUMO gap, eV: 11.9
Spin multiplicity: 1


Which of them is most stable, and which least? Most stable: entry y; least stable: entry w.


Entry w
The following is a DFT calculation (ωB97M-V with the def2-TZVPD basis set) of a molecular structure, C3H4O3.

Element x y z (Å)
O: -1.18922 -1.78318 0.39139
C: 0.49641 -0.17860 1.00612
C: -0.05383 0.22995 -0.14463
O: -1.00109 -0.52269 -0.72701
C: 0.54342 1.39148 -0.89867
O: 0.98052 2.36343 -0.33112
H: -1.95547 -2.02506 -0.12221
H: 1.00418 0.50323 1.66353
H: 0.55438 -1.24854 1.16321
H: 0.62069 1.26998 -2.00061

Values from the calculation:
E_HOMO (alpha / beta), hartree: -0.3395 / -0.3395
HOMO-LUMO gap (alpha / beta), eV: 7.9 / 7.9
Spin multiplicity: 1


Entry x
The following is a DFT calculation (ωB97M-V with the def2-TZVPD basis set) of 2 unconnected molecules or ions with the total composition C3H4O3.

Element x y z (Å)
C: -1.38931 -0.47635 1.36973
C: -0.21550 -1.00681 0.96255
O: 0.48314 -2.04873 0.33582
C: 1.05212 -0.74393 0.29550
O: 2.02818 -0.28970 -0.17055
H: -2.40363 -0.86871 1.38395
H: -1.30987 0.60662 1.35903
O: 0.72154 1.21129 -1.59587
H: -0.00505 1.87657 -1.56026
H: 1.03836 1.73974 -2.37990

Values from the calculation:
E_HOMO, hartree: -0.3679
HOMO-LUMO gap, eV: 10.5
Spin multiplicity: 1


Entry y
The following is a DFT calculation (ωB97M-V with the def2-TZVPD basis set) of a single C3H4O3 molecule.

Element x y z (Å)
O: -2.09228 0.51616 -0.54483
C: -1.00140 0.63947 -0.01018
C: 0.03688 -0.36295 -0.27778
O: -0.30985 -1.36118 -1.11043
C: 1.06659 -0.41471 0.61052
O: 1.63946 0.78827 0.80788
H: -0.82747 1.37546 0.79886
H: -1.22777 -1.14745 -1.36122
H: 1.45428 -1.25744 1.17732
H: 1.27156 1.21169 -0.00100

Values from the calculation:
E_HOMO (alpha / beta), hartree: -0.3211 / -0.3211
HOMO-LUMO gap (alpha / beta), eV: 8.7 / 8.7
Spin multiplicity: 1


Entry z
The following is a DFT calculation (ωB97M-V with the def2-TZVPD basis set) of a single C3H4O3 molecule.

Element x y z (Å)
C: -1.12681 0.46324 0.23172
C: -0.25563 -0.81927 -0.10088
O: -0.64543 -1.96273 -0.35253
C: 1.25172 -0.58258 -0.01570
O: 2.04072 -1.45967 0.28852
O: 1.74306 0.71833 -0.31113
H: -1.10264 1.17680 -0.62033
H: -2.18323 0.22087 0.34194
H: -0.74445 0.86680 1.18850
H: 1.02268 1.37820 -0.65012

Values from the calculation:
E_HOMO, hartree: -0.3864
HOMO-LUMO gap, eV: 10.0
Spin multiplicity: 1


Which of them is most stable, and which least? Most stable: entry z; least stable: entry w.


Entry w
The following is a DFT calculation (ωB97M-V with the def2-TZVPD basis set) of 2 unconnected molecules or ions with the total composition C9H14S.

Element x y z (Å)
C: -0.82184 2.04238 0.73997
C: -0.49662 0.79751 1.61541
C: 0.64284 0.90190 2.40050
C: 0.86614 -0.16765 3.32344
C: -0.03526 -1.20792 3.30215
C: -1.24904 -1.28911 2.55972
C: -1.43014 -0.22399 1.70942
H: -1.86080 2.29639 0.93313
H: -0.85609 1.57738 -0.25482
H: -0.03763 2.77805 0.82860
H: 1.19472 1.82511 2.31968
H: 1.55016 0.05079 4.13227
H: 0.14304 -2.09065 3.91569
H: -2.05168 -1.96935 2.79111
H: -2.28273 -0.11478 1.04277
C: 1.60270 0.50049 -4.19397
C: 0.21923 0.33500 -3.73015
S: 0.19170 -0.94930 -2.36577
H: 1.73185 1.39131 -4.82947
H: 2.13425 -0.33278 -4.66435
H: 2.36266 0.68560 -3.41720
H: -0.17233 1.20868 -3.21720
H: -0.44497 0.11236 -4.56530
H: -0.24709 -2.03071 -3.02086

Values from the calculation:
E_HOMO, hartree: -0.3213
HOMO-LUMO gap, eV: 9.6
Spin multiplicity: 1


Entry x
The following is a DFT calculation (ωB97M-V with the def2-TZVPD basis set) of 2 unconnected molecules or ions with the total composition C9H14S.

Element x y z (Å)
C: 0.83196 1.45045 0.34319
C: 1.14846 0.03968 0.66217
C: 0.91240 -0.47021 1.93836
C: 1.39466 -1.71646 2.25568
C: 2.02103 -2.55477 1.33499
C: 2.18621 -2.04111 0.06203
C: 1.69226 -0.79930 -0.34330
H: 0.04128 1.82635 1.01136
H: 0.78461 1.59811 -0.73202
H: 1.68931 2.05202 0.64557
H: 0.66383 0.20591 2.75860
H: 1.43626 -1.96497 3.33026
H: 2.45872 -3.49474 1.61505
H: 2.44053 -2.76573 -0.69165
H: 1.78938 -0.40505 -1.33388
C: -1.65059 1.95765 -2.24429
S: -3.00333 0.73609 -2.26970
C: -3.06868 0.10588 -0.58633
H: -0.86767 1.50722 -2.93219
H: -2.05263 2.75724 -2.85093
H: -1.45364 2.15122 -1.19358
H: -3.75214 -0.75112 -0.70597
H: -3.51159 0.85061 0.08772
H: -2.13063 -0.27497 -0.16114

Values from the calculation:
E_HOMO, hartree: -0.3047
HOMO-LUMO gap, eV: 9.2
Spin multiplicity: 1


Entry y
The following is a DFT calculation (ωB97M-V with the def2-TZVPD basis set) of a single C9H14S molecule.

Element x y z (Å)
C: -1.06208 1.22533 2.71023
C: -0.31958 1.02203 1.47595
C: 0.55476 2.13175 1.18161
C: 0.31728 3.36749 1.60268
S: 0.41649 4.84454 2.12720
C: -0.43494 -0.11508 0.74835
C: 0.18974 -0.40847 -0.58504
C: 0.12286 0.78431 -1.57259
C: -0.62734 -1.55249 -1.20732
C: 1.68210 -0.83103 -0.34067
H: -0.63967 1.93383 3.42131
H: -1.11658 0.23811 3.13390
H: -2.11829 1.54247 2.63979
H: 1.20438 1.98410 0.26449
H: -0.82205 -0.92976 1.26006
H: -0.97080 0.69785 -1.92882
H: 0.81375 0.43394 -2.37302
H: 0.25069 1.79688 -1.25779
H: -1.30945 -1.18020 -1.98328
H: 0.08750 -2.19228 -1.67808
H: -1.24947 -2.12669 -0.53390
H: 2.34169 0.14809 -0.23454
H: 2.19377 -1.60252 -1.05403
H: 1.71144 -1.51888 0.58924

Values from the calculation:
E_HOMO, hartree: -0.2873
HOMO-LUMO gap, eV: 7.5
Spin multiplicity: 1


Entry z
The following is a DFT calculation (ωB97M-V with the def2-TZVPD basis set) of 2 unconnected molecules or ions with the total composition C9H14S.

Element x y z (Å)
C: 1.64602 -0.40777 2.36110
C: 1.46655 0.32765 1.07865
C: 1.82344 -0.32068 -0.05213
C: 1.63103 0.30944 -1.29368
C: 1.06604 1.54766 -1.39417
C: 0.61284 2.15290 -0.14273
C: 0.73049 1.50703 1.10499
H: 0.77663 -1.11407 2.49352
H: 1.50399 0.20743 3.12345
H: 2.68609 -0.88979 2.35164
H: 2.45331 -1.31013 0.13311
H: 1.92772 -0.23480 -2.19528
H: 1.15020 2.24667 -2.28063
H: 0.02928 3.15252 -0.22160
H: 0.39150 2.00682 2.04120
C: -2.38682 0.23958 -1.19595
S: -2.45266 -0.67107 0.39108
C: -1.98758 -2.29569 -0.29674
H: -1.38693 0.71698 -1.25637
H: -2.39135 -0.46878 -2.14313
H: -3.22142 1.04697 -1.19849
H: -2.66366 -2.96145 0.30640
H: -0.96173 -2.52348 -0.36704
H: -2.44296 -2.26393 -1.34720

Values from the calculation:
E_HOMO, hartree: -0.3037
HOMO-LUMO gap, eV: 9.2
Spin multiplicity: 1


Which of them is most stable, and which least? Most stable: entry x; least stable: entry y.